{"formula": "C41H37CdF3N11PSe", "method": "ωB97M-V/def2-TZVPD", "species": ["Cd", "C", "C", "C", "C", "C", "N", "C", "C", "C", "C", "C", "C", "C", "N", "C", "C", "C", "N", "C", "C", "N", "C", "C", "C", "N", "H", "H", "H", "H", "H", "H", "H", "H", "H", "H", "H", "H", "H", "H", "H", "H", "H", "H", "C", "N", "C", "C", "N", "C", "P", "C", "N", "C", "C", "N", "C", "C", "N", "C", "C", "N", "C", "H", "H", "H", "H", "H", "H", "H", "H", "H", "H", "H", "H", "H", "H", "H", "Se", "F", "C", "F", "F", "C", "C", "C", "C", "C", "C", "C", "C", "H", "H", "H", "H"], "coordinates": [[1.580, 0.921, -0.096], [1.290, 3.842, 6.158], [0.622, 3.039, 5.076], [-0.450, 3.549, 4.355], [-0.975, 2.839, 3.290], [-0.445, 1.617, 2.906], [-1.003, 0.938, 1.762], [-1.735, -0.268, 1.972], [-2.111, -0.590, 3.274], [-2.930, -1.663, 3.569], [-3.459, -2.422, 2.537], [-4.392, -3.574, 2.800], [-3.071, -2.116, 1.244], [-2.139, -1.120, 0.926], [-1.660, -1.093, -0.401], [-2.029, -1.962, -1.395], [-1.305, -1.659, -2.499], [-0.468, -0.587, -2.108], [-0.688, -0.251, -0.858], [0.598, 1.082, 3.644], [1.120, 1.798, 4.713], [1.127, -0.206, 3.397], [1.406, -1.136, 4.345], [2.051, -2.169, 3.717], [2.130, -1.764, 2.365], [1.577, -0.585, 2.186], [0.590, 4.537, 6.625], [2.113, 4.426, 5.741], [1.704, 3.197, 6.935], [-0.860, 4.520, 4.606], [-1.784, 3.252, 2.701], [-1.762, 0.045, 4.075], [-3.185, -1.877, 4.601], [-5.016, -3.382, 3.674], [-3.841, -4.500, 2.984], [-5.049, -3.748, 1.947], [-3.481, -2.714, 0.447], [-2.727, -2.759, -1.233], [-1.322, -2.150, -3.457], [1.377, -0.757, -3.058], [1.991, 1.396, 5.215], [1.100, -0.988, 5.368], [2.394, -3.090, 4.155], [2.535, -2.285, 1.517], [-0.409, -5.147, -2.561], [-0.234, -4.550, -1.265], [-1.070, -4.699, -0.174], [-0.533, -3.906, 0.796], [0.596, -3.279, 0.342], [0.774, -3.681, -0.910], [2.085, -3.372, -2.121], [3.194, -2.221, -1.225], [3.023, -1.011, -0.690], [4.265, -0.523, -0.362], [5.218, -1.424, -0.714], [4.542, -2.501, -1.242], [5.191, -3.689, -1.739], [0.627, 0.042, -2.935], [1.199, 1.203, -2.287], [0.991, 2.227, -3.144], [0.362, 1.882, -4.292], [0.127, 0.449, -4.275], [0.825, -0.244, -5.343], [-1.122, -5.969, -2.484], [-0.775, -4.418, -3.289], [0.545, -5.536, -2.923], [-1.946, -5.325, -0.208], [-0.902, -3.741, 1.799], [4.371, 0.446, 0.106], [6.291, -1.409, -0.634], [6.040, -3.929, -1.095], [4.475, -4.509, -1.729], [5.549, -3.551, -2.762], [1.288, 3.227, -2.857], [0.036, 2.489, -5.121], [0.387, 0.021, -6.309], [1.899, 0.009, -5.375], [0.733, -1.325, -5.210], [2.406, 2.882, 1.252], [-2.046, 7.689, -3.735], [-1.894, 6.430, -4.223], [-0.740, 6.451, -4.922], [-2.884, 6.264, -5.128], [-1.904, 5.397, -3.143], [-0.913, 5.442, -2.164], [-0.885, 4.499, -1.156], [-1.876, 3.509, -1.115], [-2.854, 3.460, -2.105], [-2.867, 4.402, -3.120], [-1.781, 2.529, -0.080], [-1.434, 1.788, 0.799], [-0.132, 6.191, -2.214], [-0.066, 4.448, -0.436], [-3.577, 2.655, -2.096], [-3.612, 4.346, -3.901]], "atomic_forces_ev_per_a": [[0.22, 0.70, -0.16], [0.00, 0.01, 0.01], [-0.02, 0.01, -0.04], [0.07, -0.09, -0.01], [0.04, 0.07, -0.07], [-0.21, -0.02, -0.15], [-0.15, 0.43, 0.17], [0.08, 0.05, -0.13], [-0.05, 0.00, 0.02], [0.05, 0.03, 0.00], [-0.06, 0.09, -0.09], [-0.03, 0.00, 0.00], [0.03, 0.03, 0.03], [0.00, -0.12, 0.03], [-0.17, 0.06, -0.10], [-0.08, 0.16, 0.03], [0.01, 0.01, -0.03], [0.01, 0.08, -0.08], [0.15, -0.26, 0.31], [0.08, 0.04, 0.27], [-0.02, -0.04, -0.04], [0.16, 0.01, 0.00], [-0.04, 0.01, -0.04], [0.00, 0.03, -0.03], [0.09, -0.04, 0.04], [-0.22, -0.14, -0.10], [-0.01, 0.00, 0.00], [0.00, -0.01, -0.03], [0.00, 0.00, 0.00], [0.00, 0.00, 0.00], [0.00, 0.01, 0.02], [-0.03, 0.01, 0.01], [0.00, 0.00, 0.00], [0.00, 0.00, 0.00], [0.03, 0.01, -0.01], [0.00, -0.01, 0.00], [0.04, -0.08, 0.03], [-0.07, 0.04, -0.05], [-0.02, 0.05, -0.01], [-0.05, -0.01, -0.01], [0.00, -0.02, 0.00], [0.00, 0.01, 0.01], [0.01, 0.00, 0.00], [-0.03, 0.00, 0.04], [0.00, -0.02, 0.03], [0.03, -0.04, 0.01], [0.05, -0.02, 0.05], [0.08, -0.14, 0.04], [-0.01, -0.03, -0.02], [0.04, -0.06, -0.18], [-0.10, 0.03, 0.07], [0.06, -0.12, -0.11], [-0.11, -0.07, 0.07], [-0.05, -0.04, 0.02], [-0.02, -0.03, 0.05], [0.09, 0.11, 0.03], [0.02, -0.04, 0.02], [0.05, 0.04, 0.02], [0.03, -0.34, 0.04], [-0.19, 0.12, 0.17], [0.08, -0.04, -0.03], [-0.09, 0.01, -0.04], [0.09, -0.02, -0.06], [-0.01, 0.01, 0.00], [0.02, -0.01, 0.01], [0.01, -0.01, 0.00], [-0.01, -0.02, 0.01], [0.05, -0.02, -0.03], [0.02, 0.00, 0.00], [0.00, 0.00, 0.00], [0.01, 0.02, -0.01], [-0.02, 0.02, -0.01], [-0.01, -0.01, 0.00], [0.03, 0.03, 0.00], [-0.04, 0.02, 0.01], [0.00, 0.03, 0.01], [-0.01, -0.01, 0.01], [-0.01, 0.00, 0.00], [-0.06, -0.08, -0.12], [0.01, -0.01, 0.01], [0.00, 0.01, -0.03], [-0.01, 0.00, 0.03], [0.01, -0.02, 0.04], [0.00, 0.09, 0.00], [0.08, -0.02, 0.02], [0.13, -0.03, -0.05], [0.16, -0.29, 0.05], [-0.02, -0.01, 0.00], [-0.02, -0.04, -0.01], [-0.08, 0.35, 0.09], [0.05, -0.53, -0.04], [-0.02, 0.01, -0.01], [-0.14, 0.08, -0.07], [-0.02, 0.03, 0.02], [0.00, 0.01, 0.00]], "lowdin_charge": [1.05, -0.06, -0.28, -0.04, -0.02, -0.24, 0.01, -0.11, -0.01, -0.06, -0.30, -0.06, -0.01, -0.09, -0.04, -0.08, -0.02, -0.23, 0.11, -0.21, 0.00, -0.09, -0.09, -0.06, -0.17, 0.06, 0.07, 0.08, 0.07, 0.11, 0.12, 0.11, 0.10, 0.07, 0.08, 0.07, 0.10, 0.10, 0.09, 0.07, 0.12, 0.11, 0.08, 0.07, -0.10, -0.17, -0.14, -0.19, 0.06, -0.60, 0.90, -0.57, -0.03, -0.19, -0.11, -0.17, -0.11, -0.37, -0.13, -0.25, -0.17, -0.15, -0.14, 0.08, 0.07, 0.04, 0.09, 0.09, 0.04, 0.10, 0.07, 0.02, 0.08, 0.09, 0.06, 0.06, 0.08, 0.06, -0.71, 0.11, -0.57, 0.13, 0.11, -0.15, -0.01, -0.01, -0.22, -0.02, -0.03, 0.05, -0.10, 0.12, 0.09, 0.11, 0.11], "charge": -2, "homo_energy_ev": -0.223, "lumo_energy_ha": 0.1490, "fmax_ha_per_bohr": 0.015, "gap_ev": 4.28}



{"formula": "C20H44F2HgN3O11S2", "method": "ωB97M-V/def2-TZVPD", "species": ["Hg", "O", "C", "C", "O", "H", "H", "H", "H", "N", "S", "O", "O", "F", "S", "O", "O", "F", "N", "C", "C", "C", "C", "H", "H", "H", "H", "H", "N", "C", "C", "C", "C", "H", "H", "H", "H", "H", "C", "C", "O", "H", "H", "H", "H", "H", "H", "C", "C", "O", "H", "H", "H", "H", "H", "H", "C", "C", "O", "H", "H", "H", "H", "H", "H", "C", "C", "O", "H", "H", "H", "H", "H", "H", "C", "C", "O", "H", "H", "H", "H", "H", "H"], "coordinates": [[-0.106, -2.251, -0.737], [2.307, -5.623, 1.896], [3.110, -4.883, 2.625], [3.685, -3.532, 1.916], [4.236, -3.663, 0.718], [3.962, -5.509, 2.951], [2.595, -4.584, 3.555], [4.343, -3.027, 2.645], [2.781, -2.901, 1.856], [-0.317, -0.185, 0.185], [-1.165, 1.081, -0.184], [-0.427, 2.270, -0.498], [-2.476, 1.206, 0.392], [-1.569, 0.560, -1.664], [0.330, 0.519, 1.550], [-0.539, 0.839, 2.644], [1.455, 1.362, 1.290], [1.050, -0.828, 2.001], [-2.390, 4.006, 3.093], [-1.978, 4.333, 1.827], [-0.603, 4.435, 1.852], [-0.214, 4.280, 3.204], [-1.309, 3.948, 3.944], [-3.348, 3.997, 3.386], [-2.698, 4.306, 1.026], [0.103, 4.554, 1.048], [0.799, 4.344, 3.571], [-1.506, 3.794, 4.991], [-2.581, -0.908, 3.711], [-2.714, -2.091, 4.398], [-4.000, -2.540, 4.246], [-4.662, -1.624, 3.376], [-3.749, -0.650, 3.068], [-1.732, -0.364, 3.686], [-1.873, -2.401, 4.997], [-4.423, -3.458, 4.618], [-5.665, -1.741, 3.003], [-3.860, 0.226, 2.448], [1.008, 2.514, -3.252], [1.055, 2.290, -4.746], [0.432, 1.042, -5.048], [0.029, 2.824, -2.884], [1.727, 3.252, -2.891], [1.255, 1.605, -2.700], [2.125, 2.147, -4.971], [0.745, 3.176, -5.309], [0.787, 0.728, -5.884], [3.815, 3.869, 1.311], [3.458, 3.630, -0.148], [3.566, 2.276, -0.545], [3.320, 3.112, 1.918], [3.460, 4.863, 1.592], [4.895, 3.856, 1.463], [4.082, 4.197, -0.845], [2.448, 4.018, -0.350], [3.053, 1.759, 0.091], [-4.582, -2.943, -0.037], [-3.646, -2.059, -0.852], [-2.557, -2.827, -1.342], [-4.012, -3.357, 0.797], [-4.955, -3.779, -0.634], [-5.411, -2.380, 0.394], [-3.304, -1.221, -0.243], [-4.183, -1.553, -1.666], [-2.871, -3.579, -1.856], [-2.120, -1.168, -4.385], [-0.834, -1.950, -4.226], [-0.084, -1.474, -3.118], [-2.806, -1.186, -3.539], [-2.672, -1.489, -5.273], [-1.894, -0.103, -4.481], [-0.273, -1.894, -5.166], [-0.988, -3.025, -4.102], [0.466, -0.727, -3.392], [4.009, -1.225, -2.089], [2.992, -0.953, -0.995], [2.341, -2.205, -0.629], [4.369, -2.250, -2.058], [4.858, -0.539, -2.056], [3.549, -1.036, -3.063], [2.152, -0.351, -1.350], [3.380, -0.534, -0.067], [2.964, -2.650, -0.012]], "atomic_forces_ev_per_a": [[0.22, -1.69, 0.09], [0.46, 1.07, -0.02], [-1.64, -3.76, 0.84], [0.81, 2.53, -2.09], [-0.67, -0.09, 1.08], [0.79, 0.61, -0.36], [0.14, 1.07, -0.07], [0.14, -0.62, 0.46], [-0.43, -0.47, 0.39], [0.45, 2.68, 3.12], [-3.53, 1.51, -4.56], [-0.11, -0.21, 0.59], [0.71, -0.10, 0.53], [0.24, -0.08, 0.31], [2.80, -2.47, 1.13], [-0.02, -0.01, -0.67], [-0.32, 0.20, 0.06], [-0.33, 0.10, 0.20], [0.21, 0.20, -0.06], [0.31, -0.58, 0.03], [-0.43, 0.32, 0.27], [0.75, -0.48, 0.30], [-0.96, 0.69, -0.17], [-0.03, -0.22, 0.00], [0.15, 0.11, -0.14], [-0.28, 0.11, -0.23], [-0.02, -0.12, 0.00], [0.35, -0.08, 0.06], [-0.28, -0.88, 0.28], [0.29, 0.65, 0.40], [0.00, -0.17, -0.38], [0.38, -0.36, 0.25], [-0.36, 0.79, -0.36], [-0.18, 0.13, -0.32], [-0.15, -0.38, -0.01], [0.11, 0.01, 0.16], [-0.03, 0.21, -0.04], [0.13, -0.05, -0.04], [-0.55, 0.09, 0.57], [1.99, -0.35, 0.73], [-0.56, 0.24, -0.22], [-0.04, -0.03, -0.15], [0.04, 0.12, -0.33], [0.04, -0.10, -0.19], [-0.09, 0.26, -0.19], [-0.61, -0.37, -0.15], [-0.09, 0.02, -0.04], [0.06, 0.30, -0.47], [-0.33, 0.24, -0.49], [0.17, 0.01, 0.16], [0.05, 0.09, 0.17], [-0.05, -0.06, 0.18], [-0.01, -0.25, 0.10], [0.27, -0.05, 0.24], [-0.12, -0.28, 0.20], [-0.17, -0.01, -0.14], [0.40, 0.07, 0.18], [-1.06, 0.02, 0.02], [-0.04, 0.35, -0.10], [-0.06, -0.04, 0.02], [-0.14, 0.08, -0.04], [-0.07, 0.01, -0.16], [0.59, -0.32, 0.11], [0.01, -0.28, -0.19], [-0.16, 0.02, 0.05], [-0.39, 0.50, -0.12], [-0.27, 0.03, -0.22], [0.46, -0.07, -0.58], [0.21, -0.53, 0.20], [0.06, -0.01, -0.02], [0.19, -0.07, -0.28], [0.23, 0.27, 0.12], [-0.19, 0.07, 0.40], [-0.26, 0.10, -0.10], [0.09, 0.77, -0.42], [-0.89, -1.19, 0.25], [0.81, 0.54, 0.10], [-0.01, -0.01, 0.16], [0.02, -0.04, 0.24], [-0.04, -0.29, -0.02], [0.32, 0.42, 0.03], [0.28, 0.27, -0.23], [0.22, -0.72, -0.39]], "lowdin_charge": [1.03, -0.11, -0.37, -0.34, -0.13, 0.10, 0.10, 0.11, 0.09, -0.39, 0.42, -0.28, -0.28, -0.21, 0.51, -0.26, -0.27, -0.20, 0.00, -0.13, -0.11, -0.13, -0.14, 0.14, 0.11, 0.08, 0.09, 0.10, 0.03, -0.14, -0.12, -0.13, -0.15, 0.10, 0.10, 0.08, 0.08, 0.10, -0.08, -0.30, -0.08, 0.07, 0.08, 0.06, 0.11, 0.11, 0.09, -0.08, -0.33, -0.09, 0.06, 0.07, 0.07, 0.11, 0.10, 0.03, -0.08, -0.32, -0.22, 0.08, 0.07, 0.07, 0.09, 0.11, 0.09, -0.08, -0.31, -0.21, 0.05, 0.07, 0.06, 0.11, 0.11, 0.07, -0.06, -0.28, -0.27, 0.08, 0.07, 0.06, 0.08, 0.11, 0.02], "charge": -1, "homo_energy_ev": -3.149, "lumo_energy_ha": -0.0080, "fmax_ha_per_bohr": 0.116, "gap_ev": 2.93}



{"formula": "C2H2FO2Rb", "method": "ωB97M-V/def2-TZVPD", "species": ["H", "C", "C", "O", "O", "F", "H", "Rb"], "coordinates": [[3.097, 0.433, -2.319], [0.541, 0.814, -3.431], [0.120, 1.799, -2.354], [-0.495, 2.792, -2.629], [1.301, -0.122, -3.275], [0.183, 1.150, -4.640], [0.587, 1.608, -1.369], [1.303, -3.677, -4.649]], "atomic_forces_ev_per_a": [[0.37, 0.07, 0.18], [1.93, -1.65, -0.05], [0.13, 1.19, 0.18], [0.20, -0.88, 0.19], [-1.77, 1.01, 0.02], [-0.57, 0.24, -0.44], [-0.34, -0.15, -0.13], [0.04, 0.16, 0.05]], "nbo_charge": [0.00, 0.78, 0.29, -0.38, -0.57, -0.28, 0.17, 1.00], "spin_multiplicity": 2, "charge": 1, "e_above_lowest_kj_mol": 28.4, "homo_energy_ev": [-13.131, -13.987], "lumo_energy_ha": [-0.1586, -0.1591], "fmax_ha_per_bohr": 0.049, "gap_ev": [8.82, 9.66]}



{"formula": "C3H9N3", "method": "ωB97M-V/def2-TZVPD", "species": ["C", "C", "C", "H", "H", "H", "H", "H", "H", "H", "H", "H", "N", "N", "N"], "coordinates": [[1.065, 1.214, 1.336], [-0.366, 0.703, 0.881], [-1.125, -0.939, -0.744], [1.103, 1.451, 2.483], [1.396, 2.151, 0.817], [1.795, 0.319, 1.082], [-0.497, -0.203, 1.604], [-1.180, 1.484, 1.170], [0.915, 0.776, -2.032], [0.604, -1.198, -1.702], [-1.950, -1.233, -0.013], [-1.429, -2.803, -1.463], [-0.436, 0.195, -0.542], [0.930, -0.037, -1.199], [-0.825, -1.878, -1.680]], "atomic_forces_ev_per_a": [[0.64, -0.98, 0.08], [0.10, -0.46, 2.37], [-1.66, -3.72, -0.43], [-0.38, -0.66, -2.14], [-0.26, -0.98, 0.26], [-1.27, 2.20, 0.66], [-0.26, 1.44, -1.27], [1.28, -1.38, -1.07], [0.09, -3.12, 2.52], [0.87, 3.43, 0.87], [1.00, 1.03, -0.84], [1.71, 2.95, -0.75], [2.30, -0.45, -0.09], [-2.38, 0.60, -3.04], [-1.78, 0.12, 2.88]], "nbo_charge": [-0.63, -0.23, 0.30, 0.22, 0.21, 0.24, 0.18, 0.21, 0.35, 0.43, 0.18, 0.37, -0.31, -0.73, -0.80], "charge": 0, "e_above_lowest_kj_mol": 401.9, "homo_energy_ev": -8.737, "lumo_energy_ha": 0.0327, "fmax_ha_per_bohr": 0.080, "gap_ev": 9.63}